[1]
{
  "formula": "C34H42Br3CaCl2F4LiN4NaO13S",
  "method": "wB97M-V/def2-TZVPD",
  "species": ["Br", "Br", "Br", "Ca", "Cl", "Cl", "S", "Na", "F", "F", "F", "F", "O", "O", "O", "O", "O", "O", "O", "O", "O", "O", "O", "O", "O", "N", "N", "N", "N", "C", "C", "C", "C", "C", "C", "C", "C", "C", "C", "C", "C", "C", "C", "C", "C", "C", "C", "C", "C", "C", "C", "C", "C", "C", "C", "C", "C", "C", "C", "C", "C", "C", "C", "Li", "H", "H", "H", "H", "H", "H", "H", "H", "H", "H", "H", "H", "H", "H", "H", "H", "H", "H", "H", "H", "H", "H", "H", "H", "H", "H", "H", "H", "H", "H", "H", "H", "H", "H", "H", "H", "H", "H", "H", "H", "H", "H"],
  "xyz": [[8.62085, 3.95931, -0.92221], [7.47893, 1.31768, 0.52777], [5.78667, 2.72169, -1.82796], [-0.31647, 12.64360, 2.29248], [7.80265, 9.03344, -0.93770], [0.25524, 10.24174, 1.37569], [-5.21700, -9.11345, 0.75535], [4.39091, 11.87743, -3.46863], [1.44316, 2.42644, -4.40145], [-1.95899, 6.39804, 1.01207], [-3.88421, 5.76789, 2.38094], [-3.72313, 5.02859, -0.00219], [5.75770, 8.51748, -1.20783], [-4.57143, -8.02070, 1.45395], [-0.74614, -2.57840, -0.39846], [-4.39392, -9.40777, -0.62651], [3.61350, 8.63263, -1.34251], [2.52824, 8.15748, 0.05516], [-1.45901, 4.17740, 2.98340], [-0.22508, -7.86050, 0.18138], [-5.50414, -10.37428, 1.39774], [4.83684, 10.00566, -2.45939], [3.15562, 3.21787, -2.06053], [0.75329, 0.28437, -3.42158], [-0.37301, 3.84091, -1.67477], [2.54465, 2.89300, 0.38070], [-1.52437, 1.77227, -0.73675], [4.73604, 9.05191, -1.66993], [-0.92301, 2.05069, -3.23595], [-0.92502, -4.16393, 3.47453], [-0.96558, 1.15441, 0.52549], [-2.28558, 1.20646, 1.49213], [-3.33664, 0.51938, 0.38975], [-0.31693, -6.64600, 0.05184], [-0.65589, -6.35976, 2.50066], [-3.03734, 2.62631, 1.80623], [-2.80717, -11.13583, 0.03857], [1.73260, 1.63478, 0.13954], [2.74448, 3.70944, -0.87695], [1.23713, 8.42448, -0.07211], [-0.55541, -5.78394, 1.22745], [-0.66388, -4.40185, 1.07852], [-0.59597, -3.78715, -0.26218], [0.44893, 1.68823, 1.15827], [-6.71838, -8.51644, 0.02693], [7.55992, 2.34131, -1.12447], [-3.01654, -9.73869, -0.53219], [0.44248, 1.58358, -3.68820], [-0.84116, -5.54832, 3.62090], [-2.84522, 1.44238, -0.91520], [3.83620, 2.61787, 1.11844], [-0.84281, -3.58972, 2.20497], [0.04168, -4.86837, -3.81686], [-0.23559, -4.06864, -2.70718], [0.10172, -6.82251, -2.39477], [-2.10510, 3.96484, 1.65333], [-0.33795, -4.64622, -1.43469], [-0.90282, 2.62349, -1.82430], [3.42220, 2.29714, 2.69037], [-0.18211, -6.02287, -1.27993], [-2.99202, 5.33333, 1.28169], [2.47465, 5.35165, -0.72590], [0.21763, -6.24290, -3.66005], [5.03097, 5.34652, 1.01943], [1.47137, 1.42512, -0.98186], [-4.48611, 0.64555, 0.66599], [-0.58579, -7.43917, 2.62317], [-2.47298, -8.99099, 0.06081], [-1.38533, 2.69101, -3.91773], [-3.17049, -11.19794, 1.06859], [-7.43007, -8.34570, 0.83976], [0.70970, 0.95062, 2.05956], [2.42333, 0.72820, 0.48945], [-0.91432, -2.50861, 2.09782], [0.12474, -4.41760, -4.80343], [1.47902, 5.69208, -1.27015], [-3.37124, -11.87422, -0.54635], [-1.27359, 3.90646, 0.83219], [-2.04254, 0.45342, 2.35364], [8.06971, 1.71501, -1.86400], [-0.87331, 5.01195, 2.91707], [4.42520, 3.65228, 1.15330], [-3.22006, -0.62241, 0.16647], [0.52539, 7.66495, 0.29360], [-0.67204, 0.06331, 0.13600], [-3.36754, 2.58168, 2.95266], [-1.75373, -11.41056, 0.04380], [0.23739, -7.89692, -2.28145], [4.24871, 2.60954, 3.46917], [-0.91444, -5.99660, 4.60933], [3.14223, 1.15411, 2.75376], [-4.06225, 2.77220, 1.21131], [-1.05669, -3.53058, 4.34901], [-0.36685, -2.99560, -2.83658], [4.50718, 1.78255, 0.63802], [0.41265, 2.76477, 1.62072], [2.47186, 2.93834, 2.93349], [0.44325, -6.86495, -4.52355], [-6.51818, -7.58114, -0.50275], [-2.59671, -9.70984, -1.54618], [-7.10853, -9.27556, -0.65363], [-3.46317, 1.78763, -1.84989], [2.32284, 5.58047, 0.42952], [0.85318, 8.58915, -1.09330], [3.37378, 5.98800, -1.12135], [0.85457, 9.32511, 0.43759]],
  "forces_ev_per_a": [[-0.409, -0.357, 0.048], [-0.027, 0.242, -0.257], [0.772, -0.080, 0.409], [0.037, -0.191, 0.002], [2.815, 0.776, 0.467], [-1.894, 3.223, 2.747], [0.352, -0.116, -0.534], [0.269, -0.729, 0.394], [-3.979, -2.403, 2.336], [-3.805, -2.923, 0.815], [2.792, -1.191, -4.256], [1.907, 1.614, 4.183], [-2.226, -1.313, -0.107], [-0.328, -1.049, -0.314], [0.007, -0.261, 0.088], [-1.370, 0.538, 0.642], [3.607, 1.094, -4.291], [-5.240, -0.204, 4.805], [0.210, 1.442, -2.332], [-0.066, 0.739, -0.076], [0.349, 1.036, -0.127], [0.310, 2.143, -1.163], [-3.076, 2.532, 7.224], [-1.675, 9.556, -1.949], [-2.942, -6.858, 0.330], [0.625, -0.041, -2.335], [-1.964, 1.389, -2.871], [-1.172, -1.277, 0.161], [1.892, 0.500, 0.259], [0.024, 0.063, -0.382], [1.476, -0.400, 0.847], [-0.605, -2.015, -2.086], [-0.152, 0.738, -0.801], [0.116, -1.453, 0.143], [-0.028, 0.192, 0.210], [-0.001, 0.814, 1.469], [-0.392, -0.139, 0.205], [0.485, -1.368, 0.840], [1.719, -0.397, -5.093], [2.479, -4.989, -2.037], [-0.086, 0.051, 0.671], [-0.041, 0.102, 0.558], [-0.119, 1.048, -0.156], [0.087, 0.027, 0.320], [0.023, 0.084, -0.238], [0.271, -0.002, -0.480], [1.389, -0.518, 0.355], [2.154, -6.991, 1.319], [0.055, -0.107, -0.327], [0.448, -0.954, 1.283], [-0.329, 0.456, 1.370], [-0.023, -0.199, 0.330], [-0.068, 0.108, 0.330], [0.062, -0.165, -0.226], [0.009, 0.137, -0.270], [-0.200, 0.643, 0.887], [0.068, 0.038, -0.597], [2.753, 4.447, -0.302], [-0.228, 0.101, -0.451], [0.138, -0.107, -0.640], [0.848, -0.237, -0.305], [0.145, -0.866, 1.075], [-0.066, -0.037, 0.380], [0.073, 0.770, -0.559], [0.506, 0.701, 2.098], [2.567, 0.097, -0.739], [0.001, 0.257, -0.204], [-0.256, -0.080, -0.089], [0.906, -0.231, 0.870], [0.088, 0.018, -0.158], [0.248, -0.078, -0.054], [-0.916, 1.551, -1.935], [-1.591, 1.713, -0.954], [0.022, -0.280, -0.145], [-0.015, -0.069, 0.206], [2.225, -0.966, 1.032], [0.187, 0.162, 0.084], [-1.828, 0.126, 1.267], [-0.834, 1.859, -1.264], [-0.184, 0.239, 0.382], [-1.363, -1.866, 0.009], [-0.926, -2.252, -0.255], [0.322, 2.060, 0.374], [-0.159, -0.410, 0.517], [-1.107, 1.955, 1.257], [0.814, 0.259, -2.484], [0.065, 0.104, -0.142], [-0.074, 0.289, 0.150], [-1.489, -0.974, -1.712], [0.009, 0.070, -0.211], [0.694, 2.350, 0.162], [2.584, -0.480, 1.028], [0.013, -0.117, -0.162], [0.040, -0.236, 0.190], [-1.198, 1.819, 0.900], [-0.166, -2.097, -1.020], [1.795, -1.279, -0.492], [-0.047, 0.105, 0.185], [0.024, -0.217, 0.123], [-0.455, 0.208, 0.128], [0.115, 0.079, 0.123], [1.488, -0.738, 2.045], [0.238, -0.392, -2.382], [0.353, 0.888, -0.515], [-1.727, -1.212, 0.458], [0.774, 0.357, -0.612]],
  "lumo_energy_ha": -0.17406,
  "charge": 1,
  "e_homo_ev": -6.0,
  "orbital_gap_ha": 0.0481
}

[2]
{
  "formula": "C34H42BrClN3O4ReSbSi3",
  "method": "wB97M-V/def2-TZVPD",
  "species": ["Re", "Sb", "Br", "Cl", "Si", "Si", "Si", "O", "O", "O", "O", "N", "N", "N", "C", "C", "C", "C", "C", "C", "C", "C", "C", "C", "C", "C", "C", "C", "C", "C", "C", "C", "C", "C", "C", "C", "C", "C", "C", "C", "C", "C", "C", "C", "C", "C", "C", "C", "H", "H", "H", "H", "H", "H", "H", "H", "H", "H", "H", "H", "H", "H", "H", "H", "H", "H", "H", "H", "H", "H", "H", "H", "H", "H", "H", "H", "H", "H", "H", "H", "H", "H", "H", "H", "H", "H", "H", "H", "H", "H"],
  "xyz": [[-0.63057, -0.16869, 0.20575], [-2.73586, -1.53383, 0.78480], [3.80701, -1.84351, 2.74532], [-0.01932, 4.77939, 5.60964], [-2.13869, -3.58275, 2.43558], [-4.55686, -0.03580, 2.06077], [-3.95938, -2.42842, -1.38761], [-1.45223, 1.51310, 0.98958], [1.89301, 0.84084, -2.41730], [0.20999, -0.40992, 2.04022], [0.92982, 1.22560, -0.42108], [-1.09326, 0.15514, -1.80752], [0.28081, -1.81476, -0.71699], [3.03300, -0.34398, 0.58010], [-1.07359, 2.21881, 2.01413], [-2.81810, -3.76875, -2.06184], [-0.13050, 1.75860, 2.98693], [-1.60385, 1.56524, -3.65763], [-1.32553, 4.25868, 3.29832], [-1.66003, 3.48910, 2.22005], [5.54883, 0.54352, -0.14000], [0.89255, -2.51074, -4.30440], [-4.17298, -0.96816, -2.56511], [5.39384, -0.29254, 0.95404], [1.90461, 0.86866, -1.19950], [-3.81317, -3.95972, 3.20726], [0.93603, -2.68779, -2.88455], [-3.72770, 0.35836, 3.70490], [-0.86787, -2.96488, 3.67595], [-0.39770, 3.79522, 4.25586], [-6.09813, -1.08209, 2.29152], [-1.00632, 0.69184, -4.53784], [1.64273, -3.71684, -2.23558], [0.96320, -2.79085, -0.13231], [4.10773, -0.70362, 1.25524], [-4.81291, 1.39793, 0.86554], [0.44708, 0.47368, 2.90708], [4.43781, 0.93104, -0.87325], [1.64889, -3.76074, -0.86058], [0.18438, 2.56940, 4.09885], [-1.53461, -4.94835, 1.28235], [-1.63675, 1.26297, -2.30095], [-5.60689, -3.12132, -0.80622], [-0.45424, -0.68582, -2.66294], [-0.40657, -0.47882, -4.04396], [0.26048, -1.76856, -2.07678], [0.27623, -1.43954, -4.85495], [3.19612, 0.46790, -0.46664], [-5.96976, -3.86156, -1.52306], [4.52135, 1.57213, -1.73887], [-1.77466, 5.23403, 3.43006], [-5.23788, 2.26717, 1.37258], [-5.90825, -1.97311, 2.88948], [-2.37867, 3.83666, 1.48963], [-3.86388, 1.69659, 0.42154], [0.10396, -2.78211, 3.21493], [-0.92131, -5.67064, 1.82649], [0.97622, -2.79014, 0.94913], [2.18948, -4.53073, -0.32891], [-4.59455, -4.03053, 2.44993], [-5.53517, -3.61056, 0.16546], [-4.10325, -0.01328, -2.04275], [-3.77974, -4.91506, 3.73655], [6.53471, 0.89064, -0.41924], [0.29983, -1.28123, -5.92518], [-6.53011, -1.39489, 1.34171], [-5.49935, 1.10937, 0.06773], [-2.88776, 1.04143, 3.58087], [-3.41862, -0.98358, -3.35417], [-4.10190, -3.19585, 3.93085], [1.14747, 0.19489, 3.69980], [-4.43651, 0.82980, 4.38946], [-6.36317, -2.33827, -0.74122], [-0.72266, -3.70357, 4.46779], [-1.19600, -2.03703, 4.14795], [2.18075, -4.45103, -2.82130], [-2.38265, -5.49069, 0.86207], [-0.93960, -4.55474, 0.45952], [6.23482, -0.60757, 1.55409], [-5.15264, -1.01444, -3.04378], [-2.09185, 1.93741, -1.58685], [-6.85508, -0.49319, 2.81611], [1.39793, -3.23961, -4.92424], [-0.97212, 0.90605, -5.59825], [-3.36173, -0.55169, 4.18364], [-2.03876, 2.49143, -4.00353], [-2.89571, -4.67748, -1.46386], [0.89146, 2.20375, 4.83301], [-3.09544, -4.02511, -3.08710], [-1.77406, -3.45080, -2.06872]],
  "forces_ev_per_a": [[1.411, 3.466, 1.167], [-1.492, -1.386, 0.589], [-0.040, -0.068, 0.026], [0.004, 0.039, 0.030], [-0.410, 0.328, -0.539], [0.229, -0.234, -0.272], [0.028, -0.150, 0.116], [0.552, -1.199, -0.505], [-0.426, 0.106, 0.290], [-0.304, 0.021, -1.194], [-1.317, -1.121, 0.277], [0.030, 0.007, -0.389], [0.254, -0.240, -0.307], [-0.055, -0.016, 0.236], [0.116, 0.407, 0.549], [-0.202, 0.231, 0.096], [-0.194, -0.320, -0.648], [0.007, -0.044, -0.165], [0.015, -0.073, -0.020], [-0.082, -0.145, -0.235], [0.048, 0.018, -0.035], [0.046, 0.078, -0.141], [0.117, -0.225, 0.213], [0.085, -0.001, 0.045], [1.758, -0.269, -0.011], [0.380, -0.046, -0.006], [-0.184, 0.152, 0.213], [-0.134, 0.053, -0.318], [-0.122, -0.096, -0.234], [0.113, -0.211, -0.040], [0.241, 0.156, -0.042], [-0.002, -0.034, 0.131], [-0.058, 0.082, 0.121], [0.059, 0.102, 0.211], [-0.261, 0.128, -0.264], [0.024, -0.168, 0.327], [0.097, 0.477, 0.593], [-0.151, -0.081, -0.079], [0.063, -0.108, -0.160], [0.098, 0.203, 0.239], [-0.030, 0.141, 0.388], [-0.004, 0.133, 0.155], [0.226, 0.122, -0.102], [-0.086, 0.036, -0.213], [-0.123, -0.017, 0.298], [0.112, -0.202, -0.143], [0.092, -0.144, -0.104], [-0.358, 0.144, -0.121], [0.033, -0.003, -0.046], [-0.006, 0.008, -0.004], [0.001, 0.003, 0.016], [-0.037, -0.008, 0.015], [0.031, 0.016, 0.013], [0.011, 0.030, 0.005], [0.021, 0.036, 0.019], [-0.011, 0.004, -0.018], [-0.009, -0.016, 0.020], [0.044, 0.048, 0.037], [-0.005, 0.013, 0.020], [0.021, -0.016, -0.031], [0.018, -0.024, -0.006], [-0.069, 0.011, -0.006], [0.016, -0.011, 0.019], [0.004, 0.002, 0.021], [-0.020, -0.041, -0.008], [0.021, 0.029, -0.017], [-0.009, -0.038, 0.007], [0.037, 0.010, -0.010], [0.033, 0.004, 0.023], [0.017, 0.023, -0.004], [-0.048, -0.128, -0.080], [-0.053, -0.009, -0.019], [0.019, 0.023, 0.018], [-0.059, -0.058, -0.022], [-0.040, -0.005, -0.005], [0.010, -0.017, 0.018], [-0.030, 0.029, -0.013], [-0.005, -0.012, -0.013], [-0.007, -0.008, -0.008], [-0.026, -0.049, 0.013], [0.010, -0.025, 0.021], [0.018, 0.053, 0.015], [0.017, 0.041, -0.036], [-0.005, 0.024, -0.004], [-0.031, -0.026, -0.007], [-0.046, -0.009, 0.024], [0.016, 0.014, 0.032], [0.004, 0.026, 0.006], [-0.046, 0.031, -0.017], [-0.013, -0.010, -0.014]],
  "lumo_energy_ha": [-0.29396, -0.27571],
  "charge": 2,
  "e_homo_ev": [-13.3, -13.1],
  "relative_energy_ev": 0.599,
  "orbital_gap_ha": [0.1933, 0.2048],
  "spin_multiplicity": 2
}

In order of appearance, electronic energy = -12804.29745 -6006.92451 Ha.
In order of appearance, max |F| = 9.90 3.92 eV/Å.